(1)
{"formula": "C40H56As2I2N2O9S3SbTi", "method": "ωB97M-V/def2-TZVPD", "e_above_lowest_kcal_mol": 20.3, "max_force_ev_per_a": 0.90, "homo_ev": -3.9, "charge": -1, "species": ["H", "H", "N", "H", "H", "H", "As", "C", "C", "H", "H", "H", "C", "C", "H", "H", "C", "I", "H", "H", "H", "C", "H", "H", "H", "H", "H", "H", "H", "C", "C", "C", "C", "C", "As", "C", "C", "C", "C", "C", "O", "S", "C", "H", "C", "H", "O", "H", "O", "C", "C", "O", "O", "C", "H", "H", "C", "H", "H", "H", "C", "H", "H", "C", "S", "H", "C", "C", "C", "O", "H", "H", "H", "H", "H", "C", "O", "H", "H", "C", "H", "H", "C", "H", "H", "N", "H", "H", "H", "S", "H", "H", "H", "C", "C", "H", "H", "Ti", "H", "H", "I", "C", "C", "C", "H", "C", "C", "H", "C", "H", "O", "C", "Sb", "H", "O", "C"], "coordinates": [[5.268, -2.519, -2.853], [-1.255, 5.905, 2.790], [0.970, -1.449, -2.119], [1.361, -6.520, -1.866], [1.427, -3.323, -5.433], [0.920, 4.791, 1.944], [1.417, -2.601, 1.678], [1.533, -0.842, -3.163], [0.521, -2.703, -2.251], [1.120, 3.042, 2.145], [0.040, -3.131, -1.380], [-1.294, 4.137, -2.112], [-0.123, -3.777, 1.735], [0.513, -6.404, -1.192], [1.149, 4.103, 3.556], [-3.110, 0.995, 2.585], [5.185, -7.363, -0.331], [3.773, 0.500, 3.437], [-4.355, 4.541, 2.058], [-4.374, -2.842, 1.485], [1.637, -2.903, 4.164], [-3.021, -7.253, 0.768], [-2.102, 2.428, 3.953], [0.294, 1.108, -1.847], [-3.991, 3.309, 3.270], [3.239, -2.612, 3.414], [-0.929, 5.201, 4.371], [0.991, 2.836, -0.707], [-0.338, 6.226, 0.861], [0.662, -3.406, -3.429], [-1.051, 2.564, 3.694], [-3.720, 2.611, 1.226], [-2.095, 4.770, -1.723], [-0.141, -5.050, 1.342], [1.327, -6.157, 0.605], [2.293, -3.141, 3.329], [-4.494, 2.667, -0.092], [2.659, -4.844, 0.212], [3.034, 2.319, -0.412], [0.674, 3.938, 2.580], [3.914, -6.747, -0.247], [-3.331, -1.524, -1.384], [-1.867, 5.122, -0.250], [5.621, -2.646, -1.112], [-1.293, -3.069, 2.335], [-3.832, -2.879, 3.197], [3.639, -2.782, -1.679], [-2.861, 6.318, 1.284], [5.019, -4.778, -0.178], [2.471, -3.415, 0.299], [-1.419, 5.019, 3.404], [-1.173, -2.287, 3.250], [-2.443, -3.354, 1.732], [3.048, -2.481, -0.504], [4.282, 3.573, -1.615], [-2.962, 6.974, -0.353], [5.267, 2.939, 0.189], [1.990, 3.002, -2.158], [-5.485, 2.219, 0.054], [-3.991, 2.100, -0.880], [1.722, -1.483, -4.373], [0.297, -4.420, -3.495], [-0.685, 1.634, 3.247], [-0.529, 5.855, -0.146], [-0.993, -0.752, 0.176], [-4.748, 0.856, 1.932], [-4.412, 3.475, 2.277], [-2.008, -0.529, -1.330], [3.991, 1.547, 1.655], [-1.793, -6.076, 2.750], [-2.782, -8.072, 1.445], [5.759, -6.979, -1.175], [5.766, -7.200, 0.579], [4.915, -1.136, -1.785], [-3.828, -6.662, 1.198], [5.167, 2.227, 1.371], [3.002, -1.140, -0.247], [2.472, -4.214, 3.274], [-3.349, -1.536, 2.132], [-0.835, 3.762, 2.767], [2.193, -0.959, -5.194], [-3.358, 0.485, 0.913], [-1.364, -5.864, 1.645], [0.311, 5.216, -0.435], [-5.475, 3.202, 2.326], [1.336, 1.045, -1.675], [-0.498, 2.718, 4.629], [-3.966, 5.602, 0.109], [-0.080, -5.537, -1.481], [-1.624, 0.658, -2.474], [-4.647, 3.688, -0.443], [4.997, -8.428, -0.460], [-2.127, 5.688, -2.324], [3.944, -5.362, -0.072], [-2.979, 6.045, 0.234], [1.577, 1.194, -3.765], [-0.531, 6.719, -0.824], [1.277, -0.502, -0.160], [-3.031, 4.233, -1.879], [-2.489, 4.928, 3.589], [7.042, 3.955, -0.261], [1.935, 0.585, -2.928], [2.920, 1.566, 0.766], [1.808, 2.384, -1.273], [-0.113, -7.294, -1.219], [4.947, -2.225, -1.856], [4.204, 2.996, -0.701], [5.992, 2.194, 2.069], [1.289, -2.790, -4.502], [3.023, 0.679, -2.871], [-1.872, -6.437, 0.542], [-3.572, -2.601, 2.176], [-1.625, 3.170, 0.781], [-3.308, -7.635, -0.208], [1.781, 0.908, 1.001], [-3.719, 1.155, 1.694]]}

(2)
{"formula": "C18H29N2O6", "method": "ωB97M-V/def2-TZVPD", "e_above_lowest_kcal_mol": 0.0, "smiles": "CCOC(=O)N1CC[NH+](C[C@H](O)COc2c(OC)cccc2OC)CC1", "max_force_ev_per_a": 0.93, "homo_ev": -11.3, "charge": 1, "species": ["H", "C", "H", "H", "C", "C", "C", "C", "H", "H", "H", "H", "H", "N", "O", "C", "H", "C", "H", "H", "C", "O", "H", "H", "O", "H", "H", "H", "C", "C", "H", "H", "H", "H", "H", "C", "O", "H", "H", "H", "C", "N", "C", "H", "C", "C", "H", "H", "C", "C", "H", "H", "O", "C", "O"], "coordinates": [[1.323, 3.139, -0.409], [1.171, -0.852, 0.036], [-1.843, 0.311, 4.056], [0.894, -5.104, -0.737], [2.505, -1.698, -1.769], [1.592, -1.933, -0.746], [1.663, 0.440, -0.172], [-2.890, 0.115, -0.211], [-0.837, 1.170, -4.137], [0.333, -2.448, 2.522], [-1.576, 3.157, 0.269], [0.305, -0.899, -4.946], [-0.980, 0.001, 1.319], [-2.048, 1.274, -0.403], [0.197, -1.065, 1.018], [2.568, 0.652, -1.206], [-1.312, -1.278, -4.338], [-2.198, 2.317, 0.580], [0.233, -0.976, 4.380], [2.949, 1.638, -1.410], [-1.761, 1.792, 1.963], [1.053, -3.134, -0.422], [-1.935, -1.294, 3.297], [0.593, 0.809, -3.145], [-0.521, 2.414, -1.622], [-3.883, 0.272, -0.650], [1.264, 3.274, 1.368], [2.852, -2.504, -2.394], [2.972, -0.415, -1.987], [0.648, -1.418, 2.324], [-2.422, -0.731, -0.718], [3.673, -0.242, -2.789], [1.575, 0.753, 3.470], [2.769, 2.756, 0.578], [-3.869, 0.370, 1.733], [-1.204, 1.433, -1.467], [1.206, 1.388, 0.689], [-3.147, -1.226, 1.464], [2.512, -4.453, -1.094], [-0.745, 2.099, 2.207], [-0.320, -0.934, -4.059], [-1.780, 0.314, 1.942], [-3.018, -0.157, 1.296], [-3.242, 2.647, 0.603], [-1.463, -0.313, 3.244], [-0.397, 0.448, -3.442], [-2.440, 2.148, 2.741], [1.159, -4.164, -2.225], [1.437, -4.267, -1.173], [1.678, 2.714, 0.532], [1.741, -1.380, 2.372], [0.110, -1.635, -3.349], [0.616, 0.800, 3.403], [0.056, -0.488, 3.408], [-1.231, 0.371, -2.277]]}